Entry 1:
Density functional theory data (the ωB97M-V functional and the def2-TZVPD basis) for a cluster of 2 separate species, C3H7O2S in total.

* frontier orbital gap: 8.3 eV
* net charge: -1
* ΔE to the lowest compared entry with this formula, charge and spin: 16.89 kcal/mol

Positions of all 13 atoms, in Å:
C  -1.3129  2.0368  -0.0062
C  0.1346  1.4397  0.1035
S  0.7572  0.6677  1.6864
H  -2.0291  1.3253  0.3743
H  -1.5172  2.0149  -1.1017
H  -1.2541  3.0718  0.3150
H  0.3041  0.6588  -0.6285
H  0.7808  2.3128  -0.1636
H  0.5518  -0.5846  1.0689
O  -0.5377  -1.5371  -2.2800
C  -0.2396  -2.0925  -1.2228
O  0.4700  -1.6103  -0.2770
H  -0.6288  -3.0853  -0.9564

Atomic charges from the natural (NBO) analysis, expressed in e, are listed below: number 1, C, carries -0.6311; number 2, C, carries -0.4994; number 3, S, carries -0.2412; number 4, H, carries 0.2148; number 5, H, carries 0.2062; number 6, H, carries 0.1926; number 7, H, carries 0.2583; number 8, H, carries 0.1755; number 9, H, carries 0.2531; number 10, O, carries -0.7460; number 11, C, carries 0.6377; number 12, O, carries -0.8355; number 13, H, carries 0.0150

Entry 2:
Density functional theory data (the ωB97M-V functional and the def2-TZVPD basis) for a cluster of 2 separate species, C6H12N3S in total.

* frontier orbital gap: 8.0 eV
* net charge: +1
* ΔE to the lowest compared entry with this formula, charge and spin: 76.65 kcal/mol

Positions of all 22 atoms, in Å:
C  -0.4900  -0.9598  2.6550
C  0.8689  -0.9524  2.4225
C  -1.0924  -0.4919  1.5155
C  0.8835  2.8646  -0.4465
C  -0.0995  -1.4534  -1.9662
C  -0.1693  0.3387  -0.6681
N  1.0917  -0.4401  1.2222
N  -0.1089  -0.0855  0.6656
N  -1.4644  -1.5063  -2.3860
S  1.3316  1.2151  -1.0916
H  -1.1508  -1.2628  3.5002
H  1.6787  -1.2353  3.1106
H  -2.2005  -0.3576  1.4052
H  0.7791  2.8774  0.5872
H  0.2205  3.3188  -1.0607
H  1.6783  3.4620  -0.6052
H  0.3323  -2.0989  -1.2166
H  0.6475  -1.1538  -2.5835
H  -0.9688  0.8329  -1.0566
H  1.9882  -0.3009  0.7007
H  -2.0751  -1.8143  -1.6665
H  -1.6804  -0.7964  -3.0373

Atomic charges from the natural (NBO) analysis, expressed in e, are listed below: number 1, C, carries -0.3124; number 2, C, carries 0.0322; number 3, C, carries 0.0132; number 4, C, carries -0.7214; number 5, C, carries -0.0358; number 6, C, carries -0.3133; number 7, N, carries -0.3073; number 8, N, carries -0.1410; number 9, N, carries -0.7832; number 10, S, carries 0.1856; number 11, H, carries 0.2745; number 12, H, carries 0.2648; number 13, H, carries 0.2667; number 14, H, carries 0.2203; number 15, H, carries 0.2277; number 16, H, carries 0.2392; number 17, H, carries 0.1971; number 18, H, carries 0.1985; number 19, H, carries 0.2242; number 20, H, carries 0.4761; number 21, H, carries 0.3937; number 22, H, carries 0.4006

Entry 3:
Density functional theory data (the ωB97M-V functional and the def2-TZVPD basis) for a cluster of 11 separate species, C74H63ClF10IN3O6P in total.

* frontier orbital gap: 5.8 eV
* net charge: +1

Positions of all 159 atoms, in Å:
C  2.3127  -1.1498  0.4733
C  1.9249  -0.5314  -0.7061
O  1.0480  0.5739  -0.7252
C  -0.0652  0.3729  -1.5232
O  -0.3856  1.1781  -2.3340
C  -0.9547  -0.8781  -1.3570
C  -0.7411  -2.0268  -2.1762
I  0.7531  -2.0672  -3.7104
C  -1.5552  -3.1635  -1.9570
N  -1.3618  -4.3497  -2.7178
C  -0.3178  -4.9338  -2.3551
O  0.7826  -5.2167  -2.1779
N  -2.5542  -3.1652  -1.0184
N  -3.2938  -4.3717  -0.9041
C  -2.7108  -5.0576  -0.0234
O  -2.0423  -5.6320  0.7111
C  -2.8289  -2.0761  -0.2298
C  -3.9710  -2.1857  0.7861
C  -5.0031  -0.9884  0.7010
O  -6.2981  -1.3726  1.1054
C  -7.2412  -1.2191  0.0240
C  -7.8839  0.1993  -0.0240
C  -2.0209  -0.9208  -0.3772
P  -2.2950  0.6134  0.7051
O  -0.8311  1.0905  1.3388
Cl  -2.8976  2.1814  -0.5460
H  3.3507  -0.9467  0.7986
H  1.6588  -1.8397  1.0386
H  2.3511  -0.9192  -1.6507
H  -4.5824  -3.1016  0.6319
H  -3.5482  -2.2988  1.8111
H  -4.6768  -0.1725  1.3830
H  -4.9532  -0.5629  -0.3246
H  -6.7924  -1.5022  -0.9513
H  -8.0550  -1.9428  0.2327
H  -7.2955  0.8985  -0.6496
H  -7.9315  0.6372  0.9941
H  -8.9177  0.0928  -0.4158
H  -0.5052  0.3268  1.8502
F  4.1949  -1.8309  3.2617
C  3.6263  -2.9386  3.7759
C  3.8679  -4.1611  3.1787
C  3.2840  -5.3030  3.7127
C  2.4600  -5.2040  4.8279
C  2.2235  -3.9664  5.4139
C  2.8141  -2.8256  4.8889
H  4.5055  -4.2146  2.3069
H  3.4693  -6.2645  3.2618
H  2.0020  -6.0946  5.2410
H  1.5787  -3.8900  6.2806
H  2.6489  -1.8535  5.3369
F  -2.1179  0.8926  3.6926
C  -1.6619  1.5970  4.7584
C  -2.0372  1.2128  6.0295
C  -1.5657  1.9301  7.1201
C  -0.7348  3.0265  6.9234
C  -0.3703  3.4033  5.6372
C  -0.8322  2.6806  4.5452
H  -2.6888  0.3654  6.1608
H  -1.8466  1.6344  8.1234
H  -0.3708  3.5879  7.7748
H  0.2735  4.2593  5.4849
H  -0.5521  2.9534  3.5350
F  -4.7920  -2.4805  -9.0299
C  -3.6945  -2.2404  -8.2988
C  -3.4303  -3.0307  -7.1967
C  -2.2924  -2.7811  -6.4425
C  -1.4399  -1.7413  -6.7933
C  -1.7194  -0.9531  -7.9023
C  -2.8511  -1.2072  -8.6627
H  -4.1114  -3.8304  -6.9347
H  -2.0706  -3.3976  -5.5784
H  -0.5594  -1.5468  -6.1965
H  -1.0574  -0.1398  -8.1724
H  -3.0832  -0.6085  -9.5343
F  -6.2480  0.9666  -4.0877
C  -6.0964  1.4041  -5.3576
C  -4.9315  1.1094  -6.0373
C  -4.7766  1.5545  -7.3426
C  -5.7825  2.2963  -7.9472
C  -6.9470  2.5889  -7.2487
C  -7.1087  2.1358  -5.9467
H  -4.1534  0.5363  -5.5468
H  -3.8704  1.3228  -7.8863
H  -5.6583  2.6466  -8.9644
H  -7.7298  3.1707  -7.7182
H  -8.0127  2.3469  -5.3897
F  -2.8234  -1.2526  7.3877
C  -2.1025  -1.6778  8.4466
C  -2.5173  -1.3475  9.7218
C  -1.7774  -1.7890  10.8102
C  -0.6291  -2.5445  10.6088
C  -0.2226  -2.8641  9.3201
C  -0.9665  -2.4329  8.2303
H  -3.4106  -0.7509  9.8580
H  -2.0960  -1.5434  11.8151
H  -0.0509  -2.8844  11.4589
H  0.6747  -3.4495  9.1636
H  -0.6703  -2.6791  7.2181
F  3.0308  -0.5594  -5.9973
C  3.8484  -1.4951  -6.5268
C  5.1056  -1.1249  -6.9614
C  5.9463  -2.0885  -7.5005
C  5.5158  -3.4055  -7.6074
C  4.2473  -3.7614  -7.1707
C  3.4084  -2.8015  -6.6213
H  5.4199  -0.0925  -6.8773
H  6.9369  -1.8127  -7.8380
H  6.1717  -4.1548  -8.0324
H  3.9104  -4.7865  -7.2582
H  2.4173  -3.0631  -6.2680
F  2.6016  4.4177  6.5733
C  3.4912  5.0683  5.7971
C  4.0196  4.4274  4.6939
C  4.9322  5.1004  3.8920
C  5.3104  6.3979  4.2097
C  4.7736  7.0274  5.3255
C  3.8540  6.3614  6.1224
H  3.7179  3.4122  4.4676
H  5.3484  4.6121  3.0199
H  6.0251  6.9198  3.5854
H  5.0717  8.0374  5.5745
H  3.4185  6.8386  6.9911
F  -4.5015  4.4315  -5.9586
C  -3.4324  4.6795  -5.1840
C  -3.2230  3.9117  -4.0536
C  -2.1151  4.1664  -3.2562
C  -1.2381  5.1902  -3.5928
C  -1.4644  5.9561  -4.7291
C  -2.5653  5.6969  -5.5340
H  -3.9231  3.1231  -3.8039
H  -1.9359  3.5677  -2.3733
H  -0.3767  5.3903  -2.9673
H  -0.7830  6.7564  -4.9889
H  -2.7532  6.2779  -6.4278
F  5.3281  -6.3727  2.1343
C  5.7039  -7.6329  1.8254
C  6.5313  -7.8434  0.7397
C  6.9209  -9.1381  0.4259
C  6.4705  -10.2044  1.1942
C  5.6352  -9.9770  2.2799
C  5.2526  -8.6822  2.6025
H  6.8655  -7.0003  0.1483
H  7.5752  -9.3156  -0.4179
H  6.7721  -11.2141  0.9455
H  5.2815  -10.8083  2.8761
H  4.6092  -8.4852  3.4509
F  3.4315  8.6242  3.2605
C  3.5494  9.0027  1.9758
C  2.8406  8.3230  1.0036
C  2.9592  8.7173  -0.3220
C  3.7914  9.7774  -0.6596
C  4.5012  10.4477  0.3281
C  4.3764  10.0626  1.6558
H  2.2035  7.4943  1.2858
H  2.4032  8.1976  -1.0920
H  3.8859  10.0810  -1.6948
H  5.1526  11.2712  0.0644
H  4.9151  10.5787  2.4404

Mulliken atomic charge list, values in e, 99 entries: number 1, C, carries -0.7225; number 2, C, carries -0.0169; number 3, O, carries -0.1377; number 4, C, carries -0.7582; number 5, O, carries -0.4216; number 6, C, carries 1.2852; number 7, C, carries -0.2769; number 8, I, carries 0.3981; number 9, C, carries 0.3135; number 10, N, carries -0.5343; number 11, C, carries 0.6050; number 12, O, carries -0.3110; number 13, N, carries 0.6982; number 14, N, carries -1.2214; number 15, C, carries 0.7949; number 16, O, carries -0.2938; number 17, C, carries 0.1603; number 18, C, carries -0.8556; number 19, C, carries -0.6772; number 20, O, carries -0.4295; number 21, C, carries -0.2235; number 22, C, carries -1.0266; number 23, C, carries 0.3158; number 24, P, carries 0.5869; number 25, O, carries -0.3142; number 26, Cl, carries -0.2109; number 27, H, carries 0.2976; number 28, H, carries 0.2929; number 29, H, carries 0.2682; number 30, H, carries 0.2989; number 31, H, carries 0.4442; number 32, H, carries 0.2895; number 33, H, carries 0.5560; number 34, H, carries 0.2729; number 35, H, carries 0.3562; number 36, H, carries 0.2185; number 37, H, carries 0.3129; number 38, H, carries 0.3591; number 39, H, carries 0.2802; number 40, F, carries -0.3606; number 41, C, carries 0.3317; number 42, C, carries -0.4295; number 43, C, carries -0.1124; number 44, C, carries -0.8495; number 45, C, carries -0.0500; number 46, C, carries -0.6319; number 47, H, carries 0.4797; number 48, H, carries 0.3821; number 49, H, carries 0.4028; number 50, H, carries 0.3359; number 51, H, carries 0.4783; number 52, F, carries -0.0886; number 53, C, carries 0.4663; number 54, C, carries -0.8131; number 55, C, carries -0.2944; number 56, C, carries -0.7813; number 57, C, carries -0.2626; number 58, C, carries -0.4976; number 59, H, carries 0.5702; number 60, H, carries 0.3954; number 61, H, carries 0.3965; number 62, H, carries 0.4140; number 63, H, carries 0.5014; number 64, F, carries -0.3280; number 65, C, carries 0.4137; number 66, C, carries -0.6162; number 67, C, carries -0.0589; number 68, C, carries -0.0158; number 69, C, carries -0.5574; number 70, C, carries -0.5079; number 71, H, carries 0.4571; number 72, H, carries 0.4017; number 73, H, carries -0.0443; number 74, H, carries 0.4151; number 75, H, carries 0.4282; number 76, F, carries -0.2976; number 77, C, carries 0.5102; number 78, C, carries -0.5252; number 79, C, carries -0.2032; number 80, C, carries -0.8096; number 81, C, carries -0.3753; number 82, C, carries -0.5945; number 83, H, carries 0.5960; number 84, H, carries 0.4350; number 85, H, carries 0.4040; number 86, H, carries 0.3975; number 87, H, carries 0.4390; number 88, F, carries -0.3153; number 89, C, carries 0.1474; number 90, C, carries -0.3195; number 91, C, carries -0.4306; number 92, C, carries -0.5406; number 93, C, carries -0.2784; number 94, C, carries -0.2494; number 95, H, carries 0.4428; number 96, H, carries 0.3680; number 97, H, carries 0.3785; number 98, H, carries 0.3666; number 99, H, carries 0.4174

Entry 4:
Density functional theory data (the ωB97M-V functional and the def2-TZVPD basis) for an isolated molecule of C3H2O.

* frontier orbital gap (alpha / beta): 8.3 / 8.3 eV
* ΔE to the lowest compared entry with this formula, charge and spin: 42.20 kcal/mol

Positions of all 6 atoms, in Å:
C  0.2410  0.9966  -0.1105
C  -0.1381  -0.1226  -0.7800
C  -0.2999  0.4667  -2.0216
O  -0.2068  1.0903  -2.9998
H  0.6551  1.2588  0.8905
H  -0.2768  -1.1113  -0.7267

Atomic charges from the natural (NBO) analysis, expressed in e, are listed below: number 1, C, carries -0.2450; number 2, C, carries -0.5135; number 3, C, carries 0.7740; number 4, O, carries -0.4125; number 5, H, carries 0.2021; number 6, H, carries 0.1948

Entry 5:
Density functional theory data (the ωB97M-V functional and the def2-TZVPD basis) for an isolated molecule of C3H10N4.

* frontier orbital gap (alpha / beta): 7.8 / 7.8 eV
* ΔE to the lowest compared entry with this formula, charge and spin: 147.46 kcal/mol

Positions of all 17 atoms, in Å:
C  -1.1545  -1.3285  -0.0663
C  -1.4677  1.0816  -0.4895
C  -0.5112  0.0400  0.1820
N  3.0486  -0.2531  0.3287
N  4.1902  -0.2811  -0.4200
N  1.7330  0.0151  0.4213
N  0.7612  0.0474  -0.5163
H  -2.0725  -1.4935  0.3967
H  -1.2990  -1.2866  -1.2132
H  -0.4612  -2.0066  0.2939
H  -1.3261  0.9038  -1.5394
H  -1.2464  2.1409  -0.0963
H  -2.4149  0.7299  0.0190
H  -0.3503  0.3382  1.1584
H  3.4544  -0.1436  1.3695
H  3.9114  -0.1573  -1.3357
H  1.4314  0.0231  1.4342

Atomic charges from the natural (NBO) analysis, expressed in e, are listed below: number 1, C, carries -0.6058; number 2, C, carries -0.6068; number 3, C, carries -0.0792; number 4, N, carries -0.1520; number 5, N, carries -0.5246; number 6, N, carries -0.1594; number 7, N, carries -0.3305; number 8, H, carries 0.2035; number 9, H, carries 0.2154; number 10, H, carries 0.2059; number 11, H, carries 0.2245; number 12, H, carries 0.2095; number 13, H, carries 0.2045; number 14, H, carries 0.1527; number 15, H, carries 0.3690; number 16, H, carries 0.3085; number 17, H, carries 0.3649